No. 1
# C16H15Cl2N3S

One molecule with the formula C16H15Cl2N3S (the ωB97M-V functional and the def2-TZVPD basis, OMol25).

Geometry as XYZ:
```
37
Properties=species:S:1:pos:R:3
C 0.985 -2.108 -1.073
H -5.446 0.836 -0.244
C -3.041 -0.944 1.058
N 0.873 2.907 0.268
C 2.309 2.799 0.127
C 2.147 0.094 -0.520
N 2.798 1.280 -0.114
H -1.511 3.274 0.263
H 0.329 -4.231 -0.739
C 2.383 -0.998 0.357
N 0.072 1.824 0.361
H 1.998 -2.971 0.341
C 0.713 -0.825 -1.772
C 1.697 -2.205 0.102
H 3.362 -1.771 1.814
C 1.256 0.223 -1.436
C -2.122 1.376 0.406
H 1.028 1.202 -1.938
C -3.597 1.570 0.199
C -4.547 0.692 0.182
H 3.238 -0.182 2.140
H -5.036 -1.583 0.762
H -0.937 -3.197 -1.585
H 4.386 -0.498 1.049
C -4.384 -0.563 0.841
C 3.391 -0.878 1.320
H -2.732 -1.732 1.566
H -0.196 -1.042 -2.565
H 0.683 4.037 0.068
Cl -0.531 -0.418 1.803
Cl -3.927 3.206 -0.949
C -2.020 0.057 1.164
C -1.241 2.228 0.405
S 3.289 4.002 0.061
C 0.164 -3.362 -1.348
H 3.742 1.375 0.030
H 0.426 -3.472 -2.403
```

For the HOMO energy, the calculation gives -7.7 eV. The net charge is 0. For the total energy, the calculation gives -57174.5848 eV. The max |F| comes out at 0.3475 Eh/bohr. Its LUMO energy is -0.04718 hartree. As for the SMILES: Cc1ccc(NC(=S)N/N=C/c2c(Cl)cccc2Cl)c(C)c1.

---

No. 2
# C16H15Cl4O5

A 2-piece molecular cluster, C16H15Cl4O5 overall (the ωB97M-V functional and the def2-TZVPD basis, OMol25).

Geometry as XYZ:
```
40
Properties=species:S:1:pos:R:3
H -0.572 -2.562 0.098
H -2.620 -1.121 0.850
Cl 2.275 -2.815 -0.727
C -1.203 -2.632 -1.935
O 1.387 2.061 -1.776
C 1.677 -1.825 0.547
C 0.376 -0.577 -2.046
C 0.656 1.582 -0.923
H -1.694 0.988 -0.288
O 0.058 2.364 0.022
C 1.917 -0.390 0.513
C -1.096 0.104 0.000
Cl 3.259 0.093 -0.484
H -0.834 0.257 1.051
C 1.724 0.362 1.691
C 0.192 0.138 -0.744
H -0.563 -1.610 -3.690
O 1.399 -0.522 -2.704
H -2.841 -0.831 -0.858
C -1.499 -2.419 -0.450
H -0.428 -3.407 -2.061
C 0.405 3.767 -0.151
C -2.085 -1.067 -0.108
C 0.851 -1.682 2.881
O 0.499 -2.250 3.901
Cl 2.303 1.946 1.847
H -2.148 -3.221 -0.073
C 1.080 -2.418 1.634
H -0.149 3.979 1.909
H -1.694 -0.674 -2.694
H -2.107 -3.040 -2.404
H 0.036 5.517 1.023
C -0.824 -1.346 -2.656
H 1.496 3.871 -0.082
H -1.376 4.509 0.745
H 0.047 4.091 -1.144
C -0.305 4.486 0.954
Cl 0.604 -4.070 1.649
O 0.719 0.534 3.813
C 1.078 -0.169 2.871
```

For the HOMO energy, the calculation gives -4.1 eV. For the energy above the lowest of the compared OMol25 structures with the same formula, charge and spin, the calculation gives 0.00 kJ/mol. The net charge is -1. For the total energy, the calculation gives -77162.4468 eV. The max |F| comes out at 0.0441 Eh/bohr. Its LUMO energy is 0.06631 hartree.

---

No. 3
# C16H15N3O6

One molecule with the formula C16H15N3O6 (the ωB97M-V functional and the def2-TZVPD basis, OMol25).

Geometry as XYZ:
```
40
Properties=species:S:1:pos:R:3
O -0.019 -0.040 -4.630
C 3.912 -1.203 -2.441
N -0.268 0.191 1.844
N -1.676 -0.402 -0.887
C -0.131 0.005 5.529
H 3.836 -1.238 -0.310
N 1.176 -0.228 -4.733
O 1.783 -0.228 -5.782
H -3.302 1.770 0.164
H 2.059 -0.688 1.017
H -1.350 0.540 7.312
C -0.877 0.574 -0.401
C 3.293 -1.021 -1.218
O -1.637 0.785 4.077
C -0.424 0.191 4.200
C 1.973 -0.557 -1.118
O -3.642 0.945 0.537
H 0.761 -0.440 5.917
C -4.039 0.108 -0.520
H 0.287 0.094 -2.311
H -1.174 0.634 1.945
C -2.110 0.974 5.313
O 1.453 -0.689 3.084
H -4.286 -0.851 -0.056
C 1.920 -0.484 -3.526
H -1.545 -1.349 -0.568
H -4.935 0.497 -1.022
C -1.230 0.516 6.249
H -2.745 0.873 -2.083
C 0.367 -0.150 3.013
H 4.930 -1.558 -2.481
O -1.036 1.755 -0.629
C 0.192 0.067 0.538
C 3.230 -0.938 -3.615
C 1.407 -0.399 0.206
H 3.682 -1.079 -4.584
C -2.914 -0.069 -1.555
H -3.169 -0.846 -2.276
H -3.073 1.438 5.403
C 1.295 -0.284 -2.306
```

For the HOMO energy, the calculation gives -8.4 eV. For the energy above the lowest of the compared OMol25 structures with the same formula, charge and spin, the calculation gives 0.00 kJ/mol. The net charge is 0. For the total energy, the calculation gives -33587.7920 eV. The max |F| comes out at 0.0270 Eh/bohr. Its LUMO energy is -0.01412 hartree. As for the SMILES: O=C(NCCO)/C(=C\c1cccc([N+](=O)[O-])c1)NC(=O)c1ccco1.

---

No. 4
# C16H15N3OS2

One molecule with the formula C16H15N3OS2 (the ωB97M-V functional and the def2-TZVPD basis, OMol25).

Geometry as XYZ:
```
37
Properties=species:S:1:pos:R:3
N 0.573 0.837 -0.644
C 2.341 -1.610 -2.552
C -1.241 0.825 1.010
S 0.899 -2.373 -4.530
H -1.270 -1.472 3.428
H 2.953 -1.012 -1.902
C -1.318 -0.547 3.985
H 0.599 1.368 1.977
C -0.837 1.787 4.171
H 2.190 -3.443 -1.345
H 2.501 0.851 -3.651
H -1.088 1.191 -4.488
N -0.204 0.946 -4.057
C -0.770 0.607 3.442
S -1.705 0.904 -1.792
C 1.139 -3.461 -3.218
C 1.921 -2.925 -2.248
H -1.475 2.736 5.977
C -1.976 0.656 5.953
C -1.434 1.812 5.419
H 0.683 -4.430 -3.252
N 0.855 0.875 -1.939
C -0.158 0.590 2.070
H -2.336 -1.432 5.644
H -0.413 2.692 3.759
C 1.875 -1.166 -3.749
O 0.608 0.901 -6.134
C -0.672 0.847 -0.357
C -0.185 0.908 -2.697
C 0.815 0.706 -4.964
H 0.321 -0.371 1.877
H -2.441 0.674 6.927
H -1.744 1.779 1.200
H -2.003 0.043 1.071
C -1.916 -0.525 5.233
C 2.104 0.161 -4.397
H 2.809 0.070 -5.228
```

For the HOMO energy, the calculation gives -8.7 eV. For the energy above the lowest of the compared OMol25 structures with the same formula, charge and spin, the calculation gives 76.30 kJ/mol. The net charge is 0. For the total energy, the calculation gives -45023.6103 eV. The max |F| comes out at 0.0321 Eh/bohr. Its LUMO energy is 0.01567 hartree. As for the SMILES: O=C(Cc1cccs1)Nc1nnc(CCc2ccccc2)s1.

---

No. 5
# C16H15NO3

One molecule with the formula C16H15NO3 (the ωB97M-V functional and the def2-TZVPD basis, OMol25).

Geometry as XYZ:
```
35
Properties=species:S:1:pos:R:3
O -3.261 0.580 3.153
H -1.412 1.334 -4.706
C -0.211 -1.332 0.968
C -0.974 0.123 2.970
H -1.470 1.153 4.775
O -0.042 -2.528 0.813
C 2.418 0.968 -3.806
C -0.595 -0.923 -1.411
H -1.813 -0.260 -4.069
C -2.212 0.629 2.327
H 0.826 1.697 -5.021
H 2.021 -0.981 -1.085
C 1.088 1.109 -4.153
H 2.187 -1.046 4.862
H -1.614 -0.728 -1.751
N -0.454 -0.478 -0.039
H -4.050 0.941 2.718
H 1.750 -1.822 2.558
H 3.798 0.095 -2.416
H 0.555 0.444 5.979
H -0.694 0.482 0.162
C -1.354 0.698 -3.826
C 0.390 0.117 4.964
C 1.067 -1.141 3.044
C -0.746 0.518 4.289
C 1.766 -0.386 -1.950
C 1.302 -0.716 4.338
C 0.426 -0.246 -2.292
C 0.075 0.513 -3.409
H -0.425 -2.005 -1.402
H -1.934 1.163 -3.030
H 3.185 1.443 -4.400
C -0.053 -0.718 2.334
O -2.302 1.088 1.212
C 2.761 0.215 -2.696
```

For the HOMO energy, the calculation gives -8.9 eV. For the energy above the lowest of the compared OMol25 structures with the same formula, charge and spin, the calculation gives 0.00 kJ/mol. The net charge is 0. For the total energy, the calculation gives -24469.2508 eV. The max |F| comes out at 0.0118 Eh/bohr. Its LUMO energy is 0.01500 hartree. As for the SMILES: Cc1ccccc1CNC(=O)c1ccccc1C(=O)O.

---

No. 6
# C16H16AlF7NO7S

C16H16AlF7NO7S as an isolated structure (the ωB97M-V functional and the def2-TZVPD basis, OMol25).

Geometry as XYZ:
```
49
Properties=species:S:1:pos:R:3
H -3.707 -1.349 -0.394
O -2.104 -2.590 -0.031
C 2.563 -1.288 -0.194
H 2.545 -2.076 3.000
C -0.650 -0.362 -2.687
H 1.550 2.941 -1.291
F -1.862 6.399 -0.724
C -0.930 1.198 -2.860
H -2.303 0.436 -0.748
C 0.399 -1.033 1.162
O 4.796 -1.748 -1.751
F 5.875 -3.682 -0.126
C 1.600 -1.288 -1.445
H -0.033 -0.687 -3.584
C 0.117 -0.745 -1.378
C -0.426 -0.645 -0.103
F -3.799 4.331 -1.184
O 1.252 2.331 -2.000
H -2.026 1.457 -2.731
C -3.434 -1.591 1.810
H -1.628 -0.929 -2.740
N -3.644 -0.336 2.565
H -1.846 0.561 1.037
O 5.095 -0.221 0.049
C 2.300 0.057 3.316
C -1.905 -0.130 0.152
H 1.781 1.925 4.577
C 4.961 -2.955 0.628
C -2.857 -1.402 0.347
H 3.880 -0.978 2.255
C -0.113 2.114 -1.864
H -2.842 -2.355 2.414
O -0.728 2.612 -0.935
C 1.880 1.039 3.899
Al -2.955 5.696 -1.904
S 4.403 -1.462 -0.359
H -0.596 1.501 -3.903
C 1.976 -1.150 1.051
O -0.200 -1.262 2.202
F -4.125 6.904 -2.412
H -1.662 -2.964 0.754
H -4.467 -2.072 1.682
H -4.051 0.410 2.000
F 5.639 -2.622 1.791
H -4.173 -0.523 3.416
F 3.856 -3.758 0.865
C 2.776 -1.136 2.412
F -2.037 5.144 -3.299
O 1.965 -1.721 -2.528
```

For the HOMO energy, the calculation gives -7.4 eV. The net charge is -1. For the total energy, the calculation gives -69133.1738 eV. The max |F| comes out at 0.1177 Eh/bohr. Its LUMO energy is -0.00294 hartree.